(1)
Computed, not measured: a structure of composition C2H3NOS2, with ωB97M-V with the def2-TZVPD basis set.

Values from the calculation:
Frontier orbital gap   7.2 eV
LUMO energy   -0.033 Eh
E   -1004.2236 a.u.
HOMO   -8.07 eV
Maximum force   6.60 eV Å⁻¹

ORCA input file:
```
! wB97M-V def2-TZVPD RIJCOSX def2/J DEFGRID3
* xyz 0 1
C 1.328 0.201 -0.113
C -1.028 -0.863 -0.272
H -1.232 1.540 0.947
H 1.694 1.253 0.204
H -1.898 -0.325 -0.469
N -0.105 0.206 -0.216
O -0.498 1.484 -0.031
S 2.332 -1.103 -0.068
S -0.594 -2.393 0.018
*
```

***

(2)
Computed, not measured: a cluster of 2 separate species, C4H10N2S2 in total, with ωB97M-V with the def2-TZVPD basis set.

Values from the calculation:
Frontier orbital gap   7.8 eV
LUMO energy   -0.005 Eh
E   -1064.1470 a.u.
HOMO   -7.98 eV
Maximum force   3.17 eV Å⁻¹

ORCA input file:
```
! wB97M-V def2-TZVPD RIJCOSX def2/J DEFGRID3
* xyz 0 1
C 0.318 0.274 -1.404
C -2.381 -0.369 0.676
C 0.463 -0.965 -2.302
C 1.094 0.809 2.150
N 0.831 0.094 -0.199
N 0.766 1.069 0.750
S -1.275 -1.568 0.862
S -2.087 1.139 0.015
H 0.186 1.240 -1.804
H -3.447 -0.649 0.480
H 0.775 -0.739 -3.423
H -0.523 -1.566 -2.364
H 1.255 -1.615 -1.914
H 1.851 1.496 2.664
H 0.196 1.028 2.840
H 1.409 -0.366 2.141
H 0.788 -0.898 0.080
H -0.219 1.586 0.750
*
```

***

(3)
Computed, not measured: a cluster of 2 separate species, C6H10O in total, with ωB97M-V with the def2-TZVPD basis set.

Values from the calculation:
Frontier orbital gap   10.0 eV
LUMO energy   0.033 Eh
Structure (SMILES)   C=C/C=C/C=C.O
E   -309.7526 a.u.
HOMO   -9.08 eV
Maximum force   3.43 eV Å⁻¹

ORCA input file:
```
! wB97M-V def2-TZVPD RIJCOSX def2/J DEFGRID3
* xyz 0 1
C 0.392 -0.371 2.133
C 1.585 -0.959 1.984
C -0.826 -0.706 0.029
C -0.596 0.059 1.077
C -1.444 0.030 -2.219
C -1.821 -0.476 -1.040
H 0.049 -0.124 3.117
H 2.259 -1.242 2.741
H 1.894 -1.077 0.932
H -0.245 -1.714 -0.217
H -1.097 1.042 1.208
H -0.387 0.134 -2.253
H -1.996 0.537 -3.059
H -2.848 -0.769 -0.791
H 2.329 1.719 -2.063
H 1.044 1.477 -1.416
O 1.907 1.819 -1.249
*
```

***

(4)
Computed, not measured: a cluster of 15 separate species, C39H77Br28Cl2INO4P in total, with ωB97M-V with the def2-TZVPD basis set.

Values from the calculation:
Frontier orbital gap   9.0 eV
LUMO energy   0.003 Eh
E   -75519.7634 a.u.
HOMO   -8.91 eV
Maximum force   2.72 eV Å⁻¹

ORCA input file:
```
! wB97M-V def2-TZVPD RIJCOSX def2/J DEFGRID3
* xyz 0 1
C -2.802 3.623 2.557
C -3.363 2.204 2.134
O -2.619 1.768 0.996
C -3.404 1.094 0.022
C -2.863 1.344 -1.435
C -3.360 0.208 -2.397
C -2.361 -1.024 -2.454
C -1.462 -0.797 -3.731
N -0.621 0.411 -3.520
C -0.664 1.255 -4.669
O -1.670 1.879 -4.880
O 0.371 1.346 -5.598
P 0.606 2.983 -6.037
O 0.759 2.975 -7.708
I 2.920 3.492 -5.293
C 0.739 0.161 -3.006
Cl 0.945 -1.357 -2.051
C 1.043 1.383 -2.006
C 0.666 1.033 -0.519
Cl 2.777 1.885 -2.025
H -2.051 3.487 3.361
H -3.642 4.292 2.829
H -2.315 4.029 1.638
H -3.245 1.473 2.969
H -4.456 2.315 1.948
H -4.493 1.418 0.001
H -3.415 -0.022 0.170
H -1.769 1.518 -1.461
H -3.367 2.282 -1.786
H -3.541 0.656 -3.401
H -4.320 -0.168 -1.967
H -2.904 -2.001 -2.469
H -1.722 -0.909 -1.544
H -0.928 -1.708 -4.075
H -2.181 -0.538 -4.547
H 1.135 3.840 -7.952
H 1.550 0.169 -3.769
H 0.359 2.210 -2.312
H -0.326 0.539 -0.458
H 1.461 0.452 -0.009
H 0.577 2.008 0.048
Br 2.724 6.152 2.749
C 3.083 4.477 1.820
C 2.374 4.410 0.495
Br 0.484 4.020 0.737
H 2.798 3.675 2.497
H 4.163 4.461 1.676
H 2.760 3.586 -0.103
H 2.439 5.331 -0.080
Br 0.484 -0.232 2.861
C 1.457 0.802 4.196
C 0.516 1.596 5.063
Br -0.151 3.174 4.133
H 2.172 1.421 3.659
H 1.994 0.064 4.791
H 1.036 1.983 5.939
H -0.354 1.028 5.383
Br -6.036 5.009 0.963
C -5.568 4.865 -0.921
C -6.525 3.960 -1.651
Br -6.154 2.083 -1.278
H -4.536 4.526 -0.969
H -5.632 5.880 -1.309
H -6.405 4.063 -2.729
H -7.565 4.136 -1.387
Br 6.450 0.146 -0.142
C 6.910 0.188 -2.034
C 7.408 1.550 -2.441
Br 5.919 2.791 -2.614
H 6.025 -0.124 -2.584
H 7.692 -0.562 -2.155
H 7.871 1.515 -3.426
H 8.107 1.984 -1.731
Br 1.028 0.130 8.600
C -0.737 0.263 9.416
C -1.768 -0.491 8.619
Br -2.285 0.492 7.019
H -0.961 1.323 9.512
H -0.625 -0.173 10.407
H -2.688 -0.603 9.192
H -1.426 -1.470 8.292
Br -4.532 -5.897 -2.468
C -6.186 -4.918 -2.154
C -5.989 -3.437 -2.335
Br -5.072 -2.646 -0.807
H -6.529 -5.187 -1.158
H -6.888 -5.302 -2.892
H -6.952 -2.924 -2.384
H -5.402 -3.186 -3.217
Br 7.019 -3.961 -0.164
C 5.178 -4.495 0.182
C 4.316 -3.304 0.517
Br 4.625 -2.693 2.340
H 5.208 -5.239 0.974
H 4.839 -4.965 -0.740
H 3.260 -3.574 0.483
H 4.491 -2.452 -0.135
Br 4.522 3.042 5.306
C 5.532 4.690 5.068
C 6.727 4.472 4.179
Br 8.170 3.568 5.130
H 5.792 5.050 6.060
H 4.834 5.387 4.604
H 7.150 5.426 3.864
H 6.504 3.870 3.301
Br -1.548 -6.305 3.045
C -2.489 -6.233 1.340
C -1.528 -6.185 0.183
Br -0.751 -4.411 -0.021
H -3.152 -5.372 1.381
H -3.084 -7.145 1.305
H -2.049 -6.375 -0.755
H -0.701 -6.883 0.281
Br -9.797 -4.577 -0.474
C -10.794 -4.473 -2.145
C -9.868 -4.442 -3.330
Br -9.053 -2.684 -3.544
H -11.435 -3.598 -2.077
H -11.412 -5.370 -2.165
H -10.418 -4.614 -4.254
H -9.056 -5.161 -3.257
Br -13.029 -7.954 0.404
C -12.007 -6.978 1.744
C -12.908 -6.200 2.668
Br -13.581 -4.586 1.810
H -11.302 -6.349 1.207
H -11.461 -7.741 2.297
H -12.353 -5.850 3.537
H -13.775 -6.766 2.998
Br 9.992 3.455 0.282
C 11.003 4.425 1.639
C 10.089 5.199 2.550
Br 9.433 6.820 1.687
H 11.719 5.051 1.112
H 11.539 3.657 2.195
H 10.629 5.547 3.430
H 9.217 4.635 2.865
Br 0.504 -4.358 -5.495
C -0.769 -5.784 -5.876
C -1.611 -6.102 -4.668
Br -0.615 -7.154 -3.365
H -0.194 -6.635 -6.233
H -1.390 -5.403 -6.685
H -2.460 -6.725 -4.946
H -1.970 -5.216 -4.150
Br 14.036 4.129 0.177
C 13.085 4.251 -1.520
C 14.041 4.286 -2.683
Br 14.870 6.039 -2.870
H 12.446 5.129 -1.463
H 12.464 3.357 -1.562
H 13.509 4.123 -3.620
H 14.848 3.563 -2.597
*
```

***

Which value of E does entry 1 give? -1004.2236 a.u.

***

LUMO energy of number 2 (C4H10N2S2)? -0.005 Eh